A cluster of 10 separate species, C4H27NO9 in total in a non-equilibrium geometry, computed with wB97M-V/def2-TZVPD.

Calculated values
HOMO ... -9.582 eV
SMILES ... C=CCCN.O.O.O.O.O.O.O.O.O
Energy above the lowest of the compared OMol25 structures with the same formula, charge and spin ... 220.2 kJ/mol
Total charge ... 0

Structure (XYZ):
```
41
Properties=species:S:1:pos:R:3:lowdin_charge:R:1
C 1.763 -0.908 1.563 -0.2647
C 0.832 0.240 1.148 -0.2047
C 0.000 -0.218 -0.019 -0.1843
C -0.075 0.437 -1.169 -0.0156
N 1.047 -1.990 2.226 0.0053
H 2.678 -0.550 2.031 0.1166
H 2.168 -1.282 0.614 0.1022
H 1.518 1.063 0.948 0.0728
H 0.203 0.483 2.010 0.1214
H -0.808 -0.849 0.325 0.0540
H 0.588 1.243 -1.450 0.0667
H -0.784 0.107 -1.922 0.0767
H 0.781 -2.744 1.604 0.0704
H 1.528 -2.471 2.975 0.0742
H 4.286 1.155 -0.907 0.0350
H 2.848 0.711 -1.204 -0.0193
O 3.402 1.162 -0.532 -0.0812
H -1.222 -1.839 2.307 0.0315
H -2.821 -1.772 1.984 0.0644
O -1.944 -2.046 1.692 -0.0789
H -3.562 0.994 0.164 0.0306
H -2.269 0.152 0.410 -0.0184
O -3.179 0.117 0.101 -0.0597
H 0.754 -2.861 -1.503 0.0471
H -0.336 -2.512 -2.426 0.0391
O 0.631 -2.457 -2.372 -0.0564
H -1.848 -3.226 -0.017 0.0177
H -2.726 -2.175 -0.744 0.0224
O -2.057 -2.851 -0.875 -0.0597
H 2.130 0.059 -3.478 0.0670
H 1.755 -0.925 -2.288 0.0107
O 2.351 -0.212 -2.585 -0.0683
H 0.951 2.490 1.619 0.0070
H 1.029 4.027 1.352 0.0648
O 0.571 3.348 1.854 -0.0415
H -1.009 2.604 -2.316 0.0218
H -2.543 2.499 -2.026 0.0492
O -1.764 3.057 -1.933 -0.0422
H -1.708 2.580 0.183 -0.0025
H -1.194 2.894 1.547 0.0100
O -1.965 2.469 1.109 -0.0815
```

---

A cluster of 13 separate species, C3H35N3O12 in total in a non-equilibrium geometry, computed with wB97M-V/def2-TZVPD.

Calculated values
2S+1 ... 2
Expectation value of S² ... 0.756
HOMO (spin up / spin down) ... -12.729 / -12.728 eV
Total charge ... +1

Structure (XYZ):
```
53
Properties=species:S:1:pos:R:3:lowdin_charge:R:1
C 1.560 2.253 -0.913 -0.1153
N 0.743 2.037 -2.125 0.0970
C -0.515 1.167 -2.018 -0.2444
N 0.011 -0.150 -1.902 0.0985
C 2.831 1.286 -0.645 -0.1327
N 2.611 -0.113 -0.089 0.0811
H 1.008 2.265 0.014 0.1198
H 1.969 3.242 -1.179 0.1459
H 1.255 1.747 -2.939 0.1353
H -1.214 1.264 -2.891 0.1404
H -1.058 1.697 -1.178 0.1143
H -0.544 -0.805 -2.348 0.0671
H 0.208 -0.344 -0.839 0.1308
H 3.366 1.131 -1.571 0.1020
H 3.529 1.772 0.155 0.1606
H 1.928 -0.534 -0.682 0.0143
H 2.277 -0.197 0.798 -0.0073
H -1.851 1.199 1.582 0.0015
H -2.841 0.615 2.571 0.0786
O -2.108 0.394 2.006 -0.0250
H -4.137 -0.188 0.892 0.0153
H -4.140 0.868 0.022 0.0015
O -4.712 0.118 0.178 -0.0442
H 2.005 -1.259 -3.718 0.0002
H 0.647 -0.531 -3.983 0.0427
O 1.449 -0.978 -4.431 -0.0640
H 2.246 0.422 2.881 0.0276
H 1.259 0.287 4.159 -0.0213
O 1.588 0.807 3.504 -0.0376
H -0.227 -4.330 2.823 -0.0374
H -0.318 -2.956 2.915 -0.0330
O 0.236 -3.647 3.202 -0.0273
H -3.157 -0.831 -2.379 0.0327
H -3.412 0.757 -2.469 0.0473
O -2.839 0.021 -2.472 0.0037
H -1.568 -3.732 1.102 0.0099
H -2.389 -3.956 2.299 0.0122
O -1.742 -4.317 1.791 0.0278
H 2.784 -2.207 2.063 0.0314
H 2.045 -2.040 3.347 0.0388
O 2.307 -1.595 2.569 -0.0228
H 2.582 -3.624 -1.099 0.0467
H 3.088 -2.259 -1.272 0.0000
O 3.092 -2.963 -0.623 -0.0373
H -0.989 -0.728 1.896 0.1063
H 0.461 -1.331 1.405 -0.0193
O -0.469 -1.596 1.395 -0.1516
H -1.578 3.084 0.223 -0.0687
H -2.498 3.592 1.376 0.0873
O -2.187 2.851 0.849 -0.0083
H -0.716 3.498 -1.922 0.0013
H -0.689 4.822 -1.051 0.1045
O -1.187 4.009 -1.281 -0.0269
```

---

A cluster of 2 separate species, C6H9NOS in total in a non-equilibrium geometry, computed with wB97M-V/def2-TZVPD.

Calculated values
HOMO (spin up / spin down) ... -9.225 / -9.225 eV
Energy above the lowest of the compared OMol25 structures with the same formula, charge and spin ... 742.8 kJ/mol
Total charge ... 0

Structure (XYZ):
```
18
Properties=species:S:1:pos:R:3:lowdin_charge:R:1
C -1.370 1.734 0.291 0.0053
C -0.254 1.901 -0.183 -0.0492
C -2.199 0.597 0.737 -0.1253
C -1.159 -0.615 0.411 -0.1202
C -0.246 -0.301 -0.817 -0.2574
C 0.665 0.884 -0.581 -0.3683
N 3.305 -0.501 -0.587 -0.3022
O 2.207 0.231 1.752 -0.4277
S 2.414 0.418 0.313 0.6844
H -2.384 0.660 1.795 0.1007
H -3.111 0.630 0.196 0.0922
H -0.462 -0.689 1.242 0.0985
H -1.663 -1.586 0.148 0.1254
H 0.311 -1.159 -1.112 0.0938
H -0.890 -0.053 -1.632 0.1081
H 1.575 1.012 -2.097 0.2253
H 3.281 -1.533 -0.382 0.0280
H 3.026 1.702 0.033 0.0884
```

---

A cluster of 2 separate species, C3H8NO in total in a non-equilibrium geometry, computed with wB97M-V/def2-TZVPD.

Calculated values
HOMO ... -2.244 eV
Energy above the lowest of the compared OMol25 structures with the same formula, charge and spin ... 79.0 kJ/mol
Total charge ... -1

Structure (XYZ):
```
13
Properties=species:S:1:pos:R:3:lowdin_charge:R:1
C 1.639 0.226 -2.076 -0.2437
O 0.256 0.030 -1.905 -0.2379
H 2.069 0.575 -1.137 0.0538
H 2.095 -0.729 -2.387 0.0548
H 1.831 0.937 -2.897 0.0530
C -2.095 -0.616 1.809 -0.1454
C -0.898 0.066 1.711 -0.4706
N -0.314 0.496 0.571 -0.0862
H -2.474 -1.109 0.921 -0.0035
H -2.285 -1.049 2.789 -0.0242
H -0.486 0.380 2.681 0.0608
H 0.678 0.515 0.833 -0.0011
H -0.015 0.278 -0.913 -0.0097
```